Here is a structure of composition BCdH20O12P at a distorted geometry from the Open Molecules 2025 dataset. Energies are from wB97M-V/def2-TZVPD.

Each line ends with the Mulliken charge.
Cartesian coordinates (Å):
Cd 2.7778 -5.9453 -6.5161  0.46
P -0.3174 -4.0318 -5.9810  0.89
O -0.9632 -3.8062 -4.6074  -0.54
O -1.2622 -3.1296 -6.8143  -0.67
O -0.1371 -5.4800 -6.3548  -0.68
O 1.0601 -3.5861 -5.6185  -0.49
B 3.0927 -5.4651 -9.7152  0.38
H 2.9462 -4.7664 -8.9061  -0.35
H 3.0801 -4.9284 -10.6512  -0.37
H 4.0664 -5.9175 -9.6077  -0.32
H 2.2695 -6.1626 -9.7112  -0.27
O 4.0249 -0.2986 -6.5490  -0.65
H 3.8023 0.3348 -7.2314  0.30
H 3.4851 -1.0639 -6.7467  0.35
O -0.2571 -7.4465 -13.1177  -0.66
H 0.5711 -7.9181 -13.0289  0.31
H -0.4839 -7.1893 -12.2240  0.34
O 3.9753 -8.7996 -6.8734  -0.53
H 4.5376 -8.8388 -7.6471  0.30
H 3.7977 -9.7155 -6.6592  0.27
O 5.9100 -5.0550 -6.1096  -0.56
H 6.6275 -5.1437 -6.7368  0.28
H 6.3412 -4.8601 -5.2775  0.28
O -2.6026 -6.8267 -9.5227  -0.68
H -3.2370 -6.1102 -9.5451  0.30
H -1.9543 -6.5530 -8.8739  0.36
O 8.4677 -4.9556 -8.9706  -0.61
H 8.2374 -5.1471 -9.8798  0.32
H 9.4139 -5.0939 -8.9285  0.30
O 6.1149 -5.0213 -12.3666  -0.69
H 5.3545 -4.8900 -11.8001  0.35
H 6.1212 -5.9616 -12.5456  0.30
O 0.0893 -2.8606 -11.2056  -0.70
H -0.3259 -3.0817 -10.3719  0.34
H 0.9598 -3.2551 -11.1522  0.34

Its HOMO energy is -0.4 eV. For the LUMO energy, the calculation gives 3.11 eV. The total charge is -2.


Here is a structure of composition BCl3CrH4 at a distorted geometry from the Open Molecules 2025 dataset. Energies are from wB97M-V/def2-TZVPD.

Each line ends with the Mulliken charge.
Cartesian coordinates (Å):
Cr 16.1938 15.8356 24.0766  0.46
Cl 16.6891 16.2226 26.5391  -0.67
Cl 17.5737 13.7500 23.5584  -0.73
Cl 16.8950 17.9193 22.9080  -0.69
B 14.1457 15.4277 23.8009  0.01
H 13.0805 15.2574 23.7760  -0.23
H 14.6005 15.1116 22.8749  -0.10
H 14.3721 16.4772 23.9082  -0.02
H 14.5821 14.8826 24.6235  -0.01

The spin multiplicity is 5. Its HOMO energy (spin up / spin down) is -0.5 / -2.1 eV. For the LUMO energy (spin up / spin down), the calculation gives 6.02 / 6.00 eV. The total charge is -2.


Here is a cluster of 10 separate species, BF4H18O9 in total at a distorted geometry from the Open Molecules 2025 dataset. Energies are from wB97M-V/def2-TZVPD.

Each line ends with the Mulliken charge.
Cartesian coordinates (Å):
B 26.7223 21.7346 10.3020  0.45
F 26.1368 22.9079 10.6299  -0.38
F 25.9046 21.0156 9.4717  -0.10
F 27.8567 21.9814 9.5814  -0.41
F 27.0681 20.9483 11.3763  -0.39
O 26.0078 18.9215 7.5385  -0.85
H 25.6566 19.7866 7.6806  0.46
H 26.8159 18.9231 8.0358  0.32
O 27.0041 18.3545 12.0963  -0.69
H 27.1311 19.1624 11.5749  0.36
H 26.3770 17.9007 11.5118  0.34
O 24.5841 21.5053 7.3005  -0.73
H 25.1582 21.8821 6.6302  0.27
H 25.0001 21.7263 8.1614  0.38
O 28.3286 21.1979 6.8701  -0.64
H 28.2617 21.5351 7.7830  0.41
H 29.0074 20.4881 6.8302  0.28
O 25.3666 21.6386 14.0095  -0.63
H 25.9299 21.9256 13.3038  0.29
H 24.6404 22.2286 13.8365  0.31
O 23.8697 20.2046 11.8171  -0.66
H 24.8220 20.2731 11.5781  0.33
H 23.8569 19.2831 12.0489  0.27
O 24.9050 18.0622 9.9691  -0.70
H 25.4360 18.3871 9.2198  0.42
H 24.0954 18.5733 9.8362  0.29
O 22.7950 21.6918 9.6618  -0.76
H 23.0893 20.8984 9.1276  0.30
H 23.0140 21.3477 10.5287  0.45
O 24.2245 23.8847 8.8651  -0.69
H 25.0302 24.1439 9.3749  0.33
H 23.8813 23.0552 9.2549  0.37

Its HOMO energy is -7.3 eV. For the LUMO energy, the calculation gives 2.91 eV. The total charge is -1.


Here is a cluster of 11 separate species, BF4H20O10 in total at a distorted geometry from the Open Molecules 2025 dataset. Energies are from wB97M-V/def2-TZVPD.

Each line ends with the Mulliken charge.
Cartesian coordinates (Å):
B 0.8373 0.1259 -0.4383  0.39
F 0.4920 -1.0093 -1.1191  -0.43
F 0.9674 1.0904 -1.3701  -0.38
F -0.1059 0.4385 0.4661  -0.10
F 2.0124 -0.0561 0.2671  -0.48
O 0.5052 -3.5818 -0.2240  -0.65
H 0.3334 -2.7790 -0.7613  0.40
H 1.3993 -3.4815 0.0295  0.35
O -1.1158 -1.7062 -2.8571  -0.63
H -0.8040 -1.7414 -3.7426  0.25
H -0.3916 -1.4002 -2.3272  0.52
O -1.3711 3.8352 -0.1486  -0.75
H -0.4907 4.2323 0.0380  0.32
H -1.4136 3.1026 0.4879  0.40
O -2.5350 -2.5128 0.2270  -0.64
H -2.2725 -1.6786 -0.2239  0.35
H -1.8661 -2.6107 0.9326  0.31
O 1.6186 -0.8237 2.6525  -0.72
H 2.2752 -0.3109 3.1284  0.29
H 1.6753 -0.4847 1.7816  0.46
O -1.1186 2.3125 -2.5303  -0.73
H -0.2770 1.8473 -2.4088  0.40
H -1.0943 2.8672 -1.7852  0.39
O 2.7486 -3.1204 1.4167  -0.69
H 2.4386 -3.7890 2.0702  0.30
H 2.7520 -2.2819 1.8228  0.34
O 2.0435 2.5917 0.9551  -0.65
H 2.6759 2.1599 1.5813  0.26
H 1.8322 2.0272 0.2226  0.31
O -1.7431 1.9841 1.8060  -0.80
H -1.1874 1.2449 1.6090  0.45
H -1.1405 2.5414 2.3261  0.33
O -2.6065 -0.0098 -1.1519  -0.65
H -1.7285 0.4501 -1.3055  0.25
H -3.3448 0.5271 -1.4265  0.23

Its HOMO energy is -7.0 eV. For the LUMO energy, the calculation gives 2.49 eV. The total charge is -1.


Here is a cluster of 12 separate species, BF4H22O11 in total at a distorted geometry from the Open Molecules 2025 dataset. Energies are from wB97M-V/def2-TZVPD.

Each line ends with the Mulliken charge.
Cartesian coordinates (Å):
B 0.0317 0.5649 0.3714  0.70
F -1.2998 0.7479 0.6125  -0.49
F 0.6394 0.0156 1.5143  -0.21
F 0.0778 -0.3142 -0.7145  -0.40
F 0.5760 1.8510 0.2071  -0.35
O 3.4254 -0.0269 2.9513  -0.67
H 2.6718 -0.3190 3.4641  0.42
H 3.0436 0.3710 2.1689  0.30
O 1.6925 -0.4210 -3.8323  -0.60
H 0.8418 -0.0716 -4.0980  0.29
H 1.8984 0.0409 -3.0196  0.29
O -0.7141 1.7349 -2.7177  -0.58
H -0.2777 1.9285 -3.5474  0.27
H -0.0480 1.9031 -2.0512  0.23
O -1.5200 -0.2949 3.1567  -0.60
H -1.7428 0.3686 3.8097  0.33
H -0.9365 0.1557 2.5462  0.33
O 2.7292 -1.2396 -0.3209  -0.62
H 1.8758 -0.8770 -0.0832  0.18
H 3.2712 -0.4737 -0.5098  0.30
O -0.5167 4.2958 -0.5226  -0.66
H 0.1528 4.5112 -1.1719  0.30
H -0.3184 3.3961 -0.2629  0.39
O -2.4916 -0.1212 -1.7860  -0.56
H -2.0116 0.2224 -2.5395  0.39
H -1.8619 -0.0896 -1.0657  0.34
O -1.0940 -2.4048 0.7243  -0.58
H -0.6233 -2.2358 -0.0918  0.39
H -1.2060 -1.5406 1.1202  0.35
O 0.4105 -3.1821 -2.2524  -0.63
H 0.4359 -2.2369 -2.1032  0.32
H 1.0399 -3.3306 -2.9581  0.32
O 1.2659 -1.1132 4.2136  -0.71
H 0.7350 -0.3169 4.1965  0.34
H 0.9042 -1.6578 3.5145  0.35
O -4.0387 0.0758 0.5246  -0.33
H -3.3112 -0.4948 0.7724  0.44
H -3.7067 0.5786 -0.2193  0.42

The spin multiplicity is 2. Its HOMO energy (spin up / spin down) is -10.3 / -10.3 eV. For the LUMO energy (spin up / spin down), the calculation gives -0.53 / -8.05 eV.


Sequential energy above the lowest of the compared OMol25 structures with the same formula, charge and spin output: 272.3, 107.5, 22.6, 126.1, 94.1 kJ/mol